This record from the OMol25 dataset describes the molecule C4H7NO2. The level of theory is wB97M-V/def2-TZVPD.

## Properties
**E_tot**: -9843.5901 eV
**Structure (SMILES)**: C/C(=N\O)[C@H]1CO1
**LUMO energy**: 0.934 eV
**Relative energy (zero: lowest compared OMol25 entry of this formula, charge and spin)**: 3.690 eV
**HOMO**: -9.89 eV

Geometry as XYZ:
```
14
Properties=species:S:1:pos:R:3:forces:R:3:nbo_charge:R:1
O -0.0858 -2.4244 0.0943 0.0 -0.3 0.0 -0.5694
C -1.1338 1.4913 1.1612 -0.3 -0.1 0.1 -0.0967
H -0.7992 -2.9743 0.4463 0.3 0.1 0.0 0.4799
O 0.1066 2.1227 0.8582 0.3 0.0 0.1 -0.4817
H 1.7545 0.3643 -1.5251 -0.1 -0.1 0.1 0.2246
H -2.0573 2.0639 1.0773 0.3 0.2 0.0 0.1823
H 2.1985 -0.9823 -0.4518 -0.2 0.1 0.0 0.2429
C 0.1914 -0.2435 -0.1740 -0.2 -0.2 0.1 0.1848
H 1.1137 -1.2810 -1.7983 0.0 0.1 0.1 0.2400
H -0.6777 1.5865 -0.9917 -0.1 -0.2 0.1 0.1905
N -0.5419 -1.1459 0.3613 0.2 0.6 -0.2 -0.1225
H -1.0637 0.8276 2.0192 -0.2 0.0 -0.2 0.1958
C 1.3847 -0.5401 -1.0371 0.0 0.0 0.0 -0.6850
C -0.3900 1.1352 -0.0398 -0.2 -0.2 -0.2 0.0143
```
Forces are in eV/Å.



This record from the OMol25 dataset describes the molecule C4H7NO2. The level of theory is wB97M-V/def2-TZVPD.

## Properties
**E_tot**: -9841.9143 eV
**LUMO energy (spin up / spin down)**: 0.301 / 0.300 eV
**Relative energy (zero: lowest compared OMol25 entry of this formula, charge and spin)**: 5.365 eV
**HOMO (spin up / spin down)**: -8.00 / -8.01 eV

Geometry as XYZ:
```
14
Properties=species:S:1:pos:R:3:forces:R:3:nbo_charge:R:1
N 1.7543 0.5105 -0.8876 0.1 0.0 0.0 -0.8238
H -0.4057 -0.8986 -1.0899 0.0 0.1 0.1 0.2233
H -2.1983 -1.0877 0.7396 0.2 0.0 0.0 0.2344
O 1.5806 -0.3282 1.2198 -0.2 0.1 -0.4 -0.5813
C -0.8518 1.4344 0.0213 -0.1 0.2 -0.4 0.1320
C -1.1272 -1.0802 0.9544 0.0 0.1 0.0 -0.6285
C 1.0769 -0.0346 0.1572 0.2 0.0 0.2 0.6461
O -1.4668 0.7622 -0.9100 0.0 0.2 0.2 -0.4980
H -0.2685 2.2767 -0.4581 0.0 -0.1 0.2 0.0788
H -0.9412 -0.6151 1.9218 0.0 -0.1 -0.1 0.2489
H -0.7655 -2.1143 0.9756 0.0 0.1 0.0 0.2257
H 2.7247 0.7512 -0.7572 -0.1 0.0 0.0 0.4123
C -0.4088 -0.3428 -0.1386 0.1 -0.5 0.1 -0.0714
H 1.2974 0.7663 -1.7485 0.0 0.0 0.1 0.4015
```
Forces are in eV/Å.



This record from the OMol25 dataset describes a cluster of 2 separate species, C4H7NO2 in total at a distorted geometry. The level of theory is wB97M-V/def2-TZVPD.

## Properties
**E_tot**: -9842.6827 eV
**LUMO energy**: 0.483 eV
**Relative energy (zero: lowest compared OMol25 entry of this formula, charge and spin)**: 4.597 eV
**HOMO**: -8.66 eV

Geometry as XYZ:
```
14
Properties=species:S:1:pos:R:3:forces:R:3:nbo_charge:R:1
O 1.2873 -0.2232 -0.6935 1.3 1.8 -1.3 -0.5934
H -1.3791 0.2833 1.8762 0.4 0.5 0.4 0.3798
H 0.1903 -2.7670 1.0681 -1.9 -0.6 0.7 0.2146
C 0.5228 -0.8761 -0.0516 -0.4 -3.1 1.9 0.4020
C 0.0185 2.9169 -1.5971 3.8 -2.9 0.8 0.2770
H 1.4784 -2.9933 0.0281 -0.1 1.2 -0.1 0.2420
H 1.5881 -1.8510 1.4554 -0.3 -0.5 -0.9 0.2235
H 0.7386 3.2311 -2.3963 -1.0 0.6 -0.3 0.0946
N -1.6288 -0.1367 1.0021 -0.7 -1.0 -1.6 -0.6939
O -0.7155 3.6000 -0.9699 -1.2 0.6 0.1 -0.5092
C -0.8339 -0.7453 0.1639 -2.3 1.7 -0.3 0.1413
H -2.6436 -0.0714 0.7478 1.4 -0.3 0.6 0.4001
C 0.9358 -2.2063 0.6019 2.5 0.3 0.6 -0.7049
H 0.4411 1.8388 -1.2352 -1.7 1.7 -0.6 0.1265
```
Forces are in eV/Å.



This record from the OMol25 dataset describes a cluster of 2 separate species, C4H7NO2 in total. The level of theory is wB97M-V/def2-TZVPD.

## Properties
**E_tot**: -9841.3561 eV
**LUMO energy**: -0.457 eV
**Relative energy (zero: lowest compared OMol25 entry of this formula, charge and spin)**: 5.924 eV
**HOMO**: -9.15 eV

Geometry as XYZ:
```
14
Properties=species:S:1:pos:R:3:forces:R:3:nbo_charge:R:1
H 0.8867 -1.5310 -0.4828 -0.1 0.0 0.0 0.1485
H -0.6193 0.7867 -1.7437 -0.1 -0.1 0.1 0.1889
C -1.1393 -0.9612 -0.4435 0.1 -0.1 0.5 -0.1314
C 0.1340 -1.1794 0.2496 -0.2 0.0 -0.3 -0.2352
H 0.9137 0.2165 -0.1556 0.0 -0.1 -0.1 0.1400
C 0.8678 0.9211 0.7373 -0.2 0.4 0.2 0.5914
O -1.2939 -1.2205 -1.8509 0.0 -0.2 -0.2 -0.4836
H -2.0081 -1.2669 0.1404 0.1 0.0 -0.1 0.2121
H 1.9272 1.2973 2.4103 0.0 0.0 -0.1 0.4015
N 1.9096 0.7184 1.5826 -0.1 0.0 0.1 -0.8166
H 2.1832 -0.2460 1.7096 0.0 0.1 -0.1 0.4104
O 0.0694 1.8238 0.7338 0.4 -0.3 0.0 -0.5725
H -2.4179 0.5322 -1.4545 0.2 -0.1 0.0 0.1920
C -1.4132 0.1090 -1.4324 0.0 0.3 -0.1 -0.0454
```
Forces are in eV/Å.



This record from the OMol25 dataset describes the molecule C4H7NO2S at a distorted geometry. The level of theory is wB97M-V/def2-TZVPD.

## Properties
**E_tot**: -20679.5383 eV
**Structure (SMILES)**: C[C@@H]1ONC(=S)[C@H]1O
**LUMO energy**: 0.576 eV
**Relative energy (zero: lowest compared OMol25 entry of this formula, charge and spin)**: 3.198 eV
**HOMO**: -8.44 eV

Geometry as XYZ:
```
15
Properties=species:S:1:pos:R:3:forces:R:3:nbo_charge:R:1
H 1.2334 -1.3835 -0.1065 -0.3 1.3 -0.5 0.2221
C -1.4934 0.3299 -0.1499 -2.0 -0.5 0.5 0.0567
C -0.4882 -0.4305 0.7003 0.3 -0.5 -0.3 0.0063
H 2.1562 0.5491 1.3244 -0.3 0.1 -0.9 0.2208
H -1.4660 0.9296 -2.2035 1.2 -0.9 1.6 0.4420
H -1.3827 -2.1780 0.2083 0.6 0.8 0.8 0.4836
S -3.0653 0.5970 0.3343 0.6 0.3 -0.3 -0.1728
C 0.7927 -0.3387 -0.1145 -0.3 -0.6 -0.2 0.0529
C 1.7584 0.7442 0.2896 0.4 -0.1 1.1 -0.6330
H 1.2362 1.7127 0.3120 0.3 -0.2 -0.1 0.2191
N -0.9932 0.4899 -1.3592 -0.1 0.4 0.1 -0.2816
H 2.6046 0.7569 -0.4048 -0.2 0.2 0.1 0.2298
O -0.8517 -1.7819 0.9440 -0.8 -0.3 -0.8 -0.6962
H -0.3582 0.0002 1.6768 -0.1 0.4 0.4 0.2157
O 0.3172 0.0031 -1.4513 0.6 -0.3 -1.5 -0.3653
```
Forces are in eV/Å.



This record from the OMol25 dataset describes the molecule C4H7NO2S at a distorted geometry. The level of theory is wB97M-V/def2-TZVPD.

## Properties
**E_tot**: -20676.0474 eV
**Structure (SMILES)**: CC(C)S(=O)(=O)C#N
**LUMO energy**: -0.714 eV
**Relative energy (zero: lowest compared OMol25 entry of this formula, charge and spin)**: 6.689 eV
**HOMO**: -10.43 eV

Geometry as XYZ:
```
15
Properties=species:S:1:pos:R:3:forces:R:3:nbo_charge:R:1
C 1.0291 1.1270 0.4626 1.9 0.2 -2.0 -0.6591
O -1.7192 1.8367 0.5873 1.5 -6.4 0.6 -0.7429
H 1.8914 -0.6997 -1.1053 -0.9 -0.8 -0.4 0.2430
O -1.6828 -0.7235 2.0238 0.4 0.2 -0.1 -0.8460
H 0.9010 -1.0065 1.1701 0.1 0.3 0.4 0.2534
N -2.6337 -1.2265 -1.3933 -0.7 -0.7 -1.1 -0.1874
H 0.3601 -1.8124 -0.9391 0.4 -0.8 -0.9 0.2261
C 0.7890 -0.8312 -0.9904 0.0 1.2 1.5 -0.6116
H 0.2474 -0.1756 -1.6768 0.2 -0.3 -0.2 0.2315
C 0.5638 -0.2779 0.4362 -1.0 0.3 -0.6 -0.3581
H 1.1106 1.7044 1.2990 0.0 0.8 3.0 0.2422
S -1.2399 -0.0557 0.8254 -1.8 5.3 -0.2 1.7867
H 0.4308 1.7531 -0.1465 -1.1 0.2 -0.8 0.2663
H 1.9850 1.2270 -0.0437 0.5 -0.4 0.1 0.2179
C -2.0326 -0.8394 -0.5092 0.5 0.9 0.8 -0.0620
```
Forces are in eV/Å.



This record from the OMol25 dataset describes the molecule C4H7NO2S at a distorted geometry. The level of theory is wB97M-V/def2-TZVPD.

## Properties
**E_tot**: -20677.1507 eV
**Structure (SMILES)**: C[C@@H](C=O)N(O)C=S
**LUMO energy**: 0.274 eV
**Relative energy (zero: lowest compared OMol25 entry of this formula, charge and spin)**: 5.586 eV
**HOMO**: -8.94 eV

Geometry as XYZ:
```
15
Properties=species:S:1:pos:R:3:forces:R:3:nbo_charge:R:1
H -2.2939 -1.1396 0.9529 1.7 -0.8 -2.5 0.4733
S 1.8565 -0.9393 1.7007 2.2 1.2 0.7 -0.0007
H 0.9165 1.9375 0.4767 -2.1 -0.9 -1.3 0.2456
O 1.8480 0.3503 -1.8712 -3.8 -3.3 2.3 -0.5168
C 0.3953 -1.2726 1.2565 -4.5 -2.8 -1.8 -0.1905
H 0.1096 2.4506 -1.0245 -0.8 -0.5 0.8 0.2470
O -1.6729 -1.3999 0.1468 -2.1 0.5 2.7 -0.5456
H 1.0208 -1.4333 -0.8741 0.2 1.8 -1.7 0.1510
N -0.5034 -0.6706 0.3645 -0.8 -0.5 2.8 -0.1493
H -0.1034 -2.3336 1.4970 0.9 2.4 -0.1 0.2130
H -1.1236 0.3463 -1.3043 -1.5 -0.4 -0.9 0.2469
H -0.9459 2.2574 0.6922 2.1 -1.4 -2.9 0.2223
C -0.0942 1.7885 -0.1425 0.8 2.5 3.4 -0.6381
C 0.9527 -0.3185 -1.2760 3.3 3.2 -1.5 0.4252
C -0.3623 0.3767 -0.5947 4.4 -1.0 0.2 -0.1835
```
Forces are in eV/Å.



This record from the OMol25 dataset describes the molecule C4H7NO2S at a distorted geometry. The level of theory is wB97M-V/def2-TZVPD.

## Properties
**E_tot**: -20676.1909 eV
**Structure (SMILES)**: CC1=NOCSCO1
**LUMO energy**: 0.638 eV
**Relative energy (zero: lowest compared OMol25 entry of this formula, charge and spin)**: 6.545 eV
**HOMO**: -9.45 eV

Geometry as XYZ:
```
15
Properties=species:S:1:pos:R:3:forces:R:3:nbo_charge:R:1
H -0.2775 -0.7481 0.8891 -1.6 -1.5 -2.3 0.1798
S -2.4535 -0.5637 -0.2978 2.2 -0.2 -0.8 0.1942
O -0.8509 1.8912 -0.6272 -0.1 -2.5 0.4 -0.3707
H -1.6409 0.9646 1.2171 0.2 1.2 -1.3 0.1998
H 3.0560 0.5274 0.3483 -2.8 -1.9 0.4 0.2695
H 2.8895 -1.0740 -0.5288 -2.7 1.7 1.3 0.2594
C 2.1901 -0.3064 0.1279 1.7 -0.9 0.9 -0.6992
N 0.4999 1.5010 -0.3484 1.3 -2.0 1.1 -0.1764
C -1.8583 1.1316 0.1149 -1.7 1.2 -0.1 -0.2406
H 1.5773 -0.9844 1.0756 2.9 2.0 -2.3 0.2390
H -0.6724 -2.3828 -0.0175 -0.3 2.0 -0.7 0.2311
C -0.7341 -1.2292 -0.1561 0.8 -0.4 2.3 -0.2487
H -2.8201 1.7453 -0.1282 1.8 -0.8 1.0 0.2314
O 0.1783 -0.7323 -1.2050 -0.5 0.6 3.0 -0.5454
C 0.9165 0.2598 -0.4639 -1.2 1.5 -2.9 0.4767
```
Forces are in eV/Å.